## a
{"formula": "C4H10N2", "method": "the ωB97M-V functional and the def2-TZVPD basis", "smiles": "C=CN.C=CN", "homo_lumo_gap_ev": 8.88, "symbols": ["C", "C", "N", "H", "H", "H", "H", "H", "C", "C", "N", "H", "H", "H", "H", "H"], "positions_angstrom": [[0.53655, -3.36259, 0.22754], [0.45313, -2.49577, 1.31741], [0.07994, -2.96904, 2.55304], [0.12774, -4.31682, 0.36033], [1.18566, -3.06398, -0.65647], [0.92329, -1.41347, 1.40458], [-0.79891, -3.42762, 2.72957], [0.49240, -2.53881, 3.35751], [0.48927, 3.42227, -0.70563], [-0.30603, 2.48585, -1.42488], [-1.30779, 2.77485, -2.31697], [0.33244, 4.52468, -0.86850], [1.28828, 3.13397, -0.10212], [0.01668, 1.55660, -1.17640], [-1.56600, 3.69973, -2.17097], [-1.94665, 1.99014, -2.52805]]}

---

## b
{"formula": "C4H10N2", "method": "the ωB97M-V functional and the def2-TZVPD basis", "smiles": "C=C(N)CCN", "homo_lumo_gap_ev": 9.46, "symbols": ["C", "C", "N", "C", "C", "N", "H", "H", "H", "H", "H", "H", "H", "H", "H", "H"], "positions_angstrom": [[-0.88491, -1.22232, 0.89920], [0.17726, -0.39779, 0.83974], [0.30535, 0.51905, 1.92504], [1.08904, 0.03789, -0.29857], [0.34201, 0.65207, -1.49999], [-1.07135, 0.43535, -1.72256], [-1.35206, -1.34692, 1.86569], [-1.18683, -1.84486, 0.07215], [1.21616, 0.68511, 2.34202], [-0.36108, 0.37524, 2.66147], [1.91086, 0.60002, 0.14014], [1.61867, -0.85657, -0.65601], [0.41854, 1.74453, -1.43723], [0.82239, 0.34113, -2.42952], [-1.35549, -0.53326, -1.67996], [-1.68855, 0.81133, -1.02161]]}

---

## c
{"formula": "C4H10N2", "method": "the ωB97M-V functional and the def2-TZVPD basis", "homo_lumo_gap_ev": [9.26, 9.23], "symbols": ["C", "C", "C", "C", "N", "N", "H", "H", "H", "H", "H", "H", "H", "H", "H", "H"], "positions_angstrom": [[-0.44073, -1.48469, 0.28247], [-0.46637, 0.05922, 0.25652], [-1.64863, 0.62533, -0.49201], [1.66761, 1.09523, -0.05994], [0.91553, -1.68053, -0.24529], [0.72033, 0.24802, -0.60959], [-0.57428, -2.04219, 1.17487], [-0.96362, -2.02438, -0.54702], [-0.50907, 0.30299, 1.34879], [-1.82235, 0.11479, -1.36151], [-1.61918, 1.68792, -0.84425], [-2.62316, 0.42174, -0.00850], [1.30239, 2.07916, 0.41835], [2.16472, 0.67533, 0.75586], [2.43321, 1.55820, -0.67720], [1.46362, -1.63614, 0.60844]]}

---

Energies, relative to the best one, in hartree: a 0.0633; b 0.0000; c 0.1336.

---

## a
{"formula": "C4H10N2", "method": "the ωB97M-V functional and the def2-TZVPD basis", "homo_lumo_gap_ev": [9.00, 8.35], "symbols": ["C", "C", "C", "C", "N", "N", "H", "H", "H", "H", "H", "H", "H", "H", "H", "H"], "positions_angstrom": [[0.28967, -0.69520, -1.56068], [0.36801, -0.21631, -0.11255], [1.26178, -0.81503, 0.98858], [0.31624, 1.32380, -0.03400], [-0.92856, -0.78590, 0.21960], [-2.01735, 0.00825, 0.08900], [-0.27770, -0.15865, -2.27702], [0.23134, -1.73835, -1.60538], [1.05954, -1.91900, 1.05383], [1.15811, -0.19305, 1.82072], [2.36539, -0.65223, 0.64314], [0.08633, 1.85983, -0.97551], [1.26252, 1.86757, 0.36806], [-0.40515, 1.79243, 0.53141], [-2.85508, -0.51828, 0.22080], [-1.91510, 0.84013, 0.62999]]}

---

## b
{"formula": "C4H10N2", "method": "the ωB97M-V functional and the def2-TZVPD basis", "smiles": "[H]/N=C/N.C=CC", "homo_lumo_gap_ev": 9.81, "symbols": ["H", "N", "C", "N", "H", "H", "H", "C", "C", "C", "H", "H", "H", "H", "H", "H"], "positions_angstrom": [[-1.35031, 1.49974, -3.82691], [-1.14824, 0.86596, -3.08167], [-2.20245, 0.66224, -2.37739], [-2.27015, 0.12497, -1.16224], [-3.21117, 0.61548, -2.92297], [-1.33571, 0.27092, -0.69889], [-3.08774, -0.27691, -0.65750], [1.27123, -1.67922, 1.09702], [2.10439, -0.86145, 1.78593], [1.78928, 0.62669, 1.89686], [0.89100, -2.53793, 1.49219], [0.77784, -1.33721, 0.14439], [2.78420, -1.29412, 2.47475], [2.41426, 1.33247, 1.36229], [1.81913, 1.14903, 2.88719], [0.75440, 0.83933, 1.58695]]}

---

## c
{"formula": "C4H10N2", "method": "the ωB97M-V functional and the def2-TZVPD basis", "smiles": "C=NC.C=NC", "homo_lumo_gap_ev": 10.53, "symbols": ["C", "N", "C", "H", "H", "H", "H", "H", "C", "N", "C", "H", "H", "H", "H", "H"], "positions_angstrom": [[-2.53361, -0.35708, -1.09559], [-2.05480, -1.26750, -1.87502], [-0.66789, -1.71800, -1.46242], [-3.60097, 0.08965, -1.13952], [-1.97156, -0.21408, -0.09596], [-0.06739, -2.30459, -2.09003], [-0.73152, -2.37251, -0.57912], [-0.14032, -0.85177, -1.22920], [2.11477, 0.55793, 0.50446], [2.16032, 0.92100, 1.72494], [1.00692, 1.79591, 2.04662], [3.00149, 0.11213, -0.10505], [1.08556, 0.41619, 0.07968], [1.38324, 2.61913, 2.71637], [0.17994, 1.05328, 2.47636], [0.60189, 2.20544, 1.05865]]}

---

Energies, relative to the best one, in hartree: a 0.0675; b 0.0000; c 0.0318.

---

## a
{"formula": "C4H10N2", "method": "the ωB97M-V functional and the def2-TZVPD basis", "smiles": "CNC1CNC1", "homo_lumo_gap_ev": 9.71, "symbols": ["C", "N", "C", "C", "N", "C", "H", "H", "H", "H", "H", "H", "H", "H", "H", "H"], "positions_angstrom": [[-0.90137, 0.13662, -1.99545], [-0.35016, 0.82760, -0.84574], [-0.33920, 0.03479, 0.37068], [0.42089, 0.69310, 1.53873], [1.58284, -0.17238, 1.24818], [0.75572, -1.07559, 0.40926], [-1.00348, 0.86217, -2.82744], [-0.20524, -0.65398, -2.35980], [-1.90788, -0.33398, -1.82003], [-0.85238, 1.68231, -0.66133], [-1.34687, -0.32775, 0.64552], [0.66916, 1.74023, 1.38857], [-0.06604, 0.52820, 2.51948], [1.95681, -0.60604, 2.06733], [0.39541, -2.02055, 0.89139], [1.19180, -1.31473, -0.56934]]}

---

## b
{"formula": "C4H10N2", "method": "the ωB97M-V functional and the def2-TZVPD basis", "smiles": "C=CN(N)CC", "homo_lumo_gap_ev": 9.39, "symbols": ["C", "C", "N", "N", "C", "C", "H", "H", "H", "H", "H", "H", "H", "H", "H", "H"], "positions_angstrom": [[2.28993, -0.40290, -0.23507], [1.38391, -0.35616, 0.70956], [0.19440, 0.71365, 0.73800], [0.25501, 1.69139, -0.20552], [-1.19766, 0.26352, 0.81691], [-1.58408, -0.66242, -0.37181], [3.24224, -0.89876, -0.28141], [2.10605, -0.10432, -1.30140], [1.68604, -0.75075, 1.70299], [0.17672, 1.66386, -1.18036], [0.92632, 2.43403, -0.10149], [-1.73057, 1.12522, 0.78303], [-1.45618, -0.17258, 1.75022], [-2.40863, -1.29645, -0.09511], [-1.80212, -0.19855, -1.35184], [-0.77276, -1.27775, -0.62428]]}

---

## c
{"formula": "C4H10N2", "method": "the ωB97M-V functional and the def2-TZVPD basis", "smiles": "C=C(N)CCN", "homo_lumo_gap_ev": 8.26, "symbols": ["C", "C", "N", "C", "C", "N", "H", "H", "H", "H", "H", "H", "H", "H", "H", "H"], "positions_angstrom": [[0.07265, 0.80855, -1.71866], [0.41642, -0.18741, -0.81419], [0.31542, -1.46241, -1.27306], [0.89588, 0.22930, 0.56684], [-0.19078, -0.12660, 1.59950], [-1.39468, 0.72396, 1.40429], [-0.92415, 0.84351, -2.15965], [0.71305, 1.66915, -1.86043], [0.21144, -2.23734, -0.63763], [0.32782, -1.59528, -2.26725], [1.81743, -0.33514, 0.78118], [1.22611, 1.26537, 0.58768], [-0.58154, -1.11496, 1.36178], [0.35901, -0.17109, 2.53735], [-1.23140, 1.36167, 0.63048], [-1.52879, 1.30902, 2.22446]]}

---

## d
{"formula": "C4H10N2", "method": "the ωB97M-V functional and the def2-TZVPD basis", "smiles": "C=C[C@@H](N)CN", "homo_lumo_gap_ev": 10.09, "symbols": ["C", "C", "C", "N", "C", "N", "H", "H", "H", "H", "H", "H", "H", "H", "H", "H"], "positions_angstrom": [[-1.11480, 0.17427, -1.66863], [-0.34299, -0.76639, -1.08207], [0.48509, -0.60089, 0.11334], [1.81258, -0.82039, -0.18900], [0.23501, 0.71702, 0.92156], [-0.91740, 0.47636, 1.73305], [-1.23554, 1.08493, -1.02517], [-1.70334, 0.10057, -2.64591], [-0.38594, -1.71335, -1.44050], [0.10403, -1.36901, 0.83298], [2.24121, -0.06168, -0.73421], [2.38497, -0.95488, 0.61980], [1.13559, 0.66051, 1.54791], [0.25852, 1.50612, 0.15123], [-1.72108, -0.04728, 1.04331], [-1.23590, 1.61411, 1.82229]]}

---

Energies, relative to the best one, in hartree: a 0.0000; b 0.0687; c 0.0224; d 0.0452.